Record 1
Below is a 2-piece molecular cluster, C6H13O2 overall in a non-equilibrium geometry, with properties calculated with ωB97M-V with the def2-TZVPD basis set.

```
21
Properties=species:S:1:pos:R:3:forces:R:3:mulliken_charge:R:1
C -2.4624 0.4768 2.1476 -1.574 1.113 0.414 -0.50
C -3.2885 0.3801 0.8053 1.834 -1.240 2.798 0.52
O -2.9197 1.2908 0.0898 -0.533 1.735 -2.800 -0.66
O -3.9186 -0.6730 0.6688 -1.160 -0.341 -0.876 -0.72
H -2.4157 1.5858 2.3890 0.384 -1.466 0.030 0.22
H -1.5362 0.0529 1.8033 0.757 0.009 0.429 -0.11
H -2.9290 -0.1216 2.9419 0.368 0.165 0.003 0.28
C 1.5425 -0.6535 -0.5175 0.675 3.208 -2.847 0.08
C 0.1633 -0.9621 -1.0263 -4.667 0.444 0.678 -0.76
C 2.3911 -0.2242 -1.8950 0.634 1.087 4.420 -0.98
C 1.6910 0.6963 0.3722 -1.487 -2.645 0.779 -1.09
H 1.9548 -1.4525 0.0411 0.489 -1.014 0.245 0.37
H -0.4298 -0.4870 -1.9435 2.272 0.042 1.596 0.24
H 1.7807 0.6984 -2.1458 0.952 -1.449 -0.804 0.32
H 3.2951 0.1959 -1.2843 -0.725 -0.723 -2.100 0.23
H 2.6608 -1.0208 -2.6199 -0.506 0.835 0.364 0.33
H 0.9509 0.6534 1.2736 1.472 0.103 -1.474 0.27
H 2.7569 0.7776 0.7021 -0.997 0.240 -0.234 0.38
H -0.6221 -0.6700 -0.1996 1.239 -1.012 -1.338 -0.06
H -0.0107 -2.0138 -1.3159 0.404 0.104 0.683 0.34
H 1.3457 1.4706 -0.2871 0.169 0.806 0.035 0.30
```
Positions in Å, forces in eV/Å.

Values from the calculation:
**E_HOMO**: -3.51 eV
**Total charge**: -1
**LUMO level**: 3.5 eV
**Kohn-Sham gap**: 6.975 eV
**ΔE to the lowest compared entry with this formula, charge and spin**: 55.2 kcal/mol

Record 2
Below is a 11-piece molecular cluster, C22H56Br10O6 overall in a non-equilibrium geometry, with properties calculated with ωB97M-V with the def2-TZVPD basis set.

```
94
Properties=species:S:1:pos:R:3:forces:R:3:mulliken_charge:R:1
Br -5.6485 -10.6123 24.9781 -0.531 0.441 -0.660 -0.10
C -4.3273 -11.6458 25.8340 1.027 0.257 0.865 -0.36
C -3.2152 -10.8266 26.4384 -0.066 1.124 0.013 -0.63
Br -2.0340 -10.1165 25.0503 0.070 -0.058 0.208 -0.14
H -3.9801 -12.4588 25.2252 0.115 -0.068 -0.617 0.13
H -4.7922 -12.0753 26.6751 -0.897 -0.706 0.998 0.41
H -2.6165 -11.4043 27.1250 0.327 -0.441 -0.134 0.37
H -3.5549 -9.9517 27.0362 -0.053 -0.563 -0.705 0.37
Br -2.3854 -12.9436 15.2103 0.213 0.077 0.739 -0.20
C -1.5308 -12.5964 16.9752 0.126 -1.727 -0.693 0.08
C -0.2045 -13.3137 17.0225 0.232 -0.697 -0.750 -0.28
Br 0.5438 -12.9969 18.8224 0.211 0.153 -0.355 -0.05
H -2.1085 -13.0121 17.7729 -0.923 -0.166 0.137 -0.31
H -1.5090 -11.5548 17.0573 0.339 1.483 0.126 0.33
H 0.5013 -12.9228 16.2433 -0.456 -0.562 0.931 0.52
H -0.3748 -14.4397 16.9657 0.343 1.585 -0.056 -0.13
Br 0.5834 -9.3067 17.3781 -0.401 0.042 0.093 -0.15
C 0.1589 -7.4422 16.8629 0.251 -0.875 0.311 -0.68
C -1.2973 -7.1123 16.8950 -0.882 -1.134 -0.761 -0.47
Br -1.4381 -5.1860 16.8119 -0.200 0.046 -0.254 -0.15
H 0.5400 -7.4355 15.8569 0.318 0.611 -0.138 0.37
H 0.7045 -6.8654 17.5906 0.323 0.296 -0.184 0.40
H -1.8056 -7.4173 17.7991 0.135 0.003 0.296 0.32
H -1.8307 -7.6315 16.0505 0.439 0.937 0.679 0.34
Br 4.8216 -11.1478 18.5638 -0.317 0.088 0.622 -0.19
C 3.4829 -10.0966 19.6557 0.826 -1.095 -1.465 -0.05
C 3.9951 -9.6144 20.9808 -0.308 -2.149 -1.163 -0.58
Br 4.3127 -11.0532 22.2357 0.658 -0.205 -0.072 -0.14
H 2.5881 -10.7272 19.6121 0.310 0.130 0.644 -0.22
H 3.3419 -9.3138 18.9351 -0.240 0.769 0.135 0.36
H 3.1351 -9.2516 21.4067 -1.827 1.772 1.153 0.35
H 4.7871 -8.9224 20.8894 0.909 0.494 0.201 0.44
Br -3.2077 -11.2777 20.0628 0.088 -0.120 0.123 -0.21
C -1.8042 -11.5031 21.4011 -0.119 -0.383 -0.406 0.50
C -0.8726 -10.3688 21.3274 1.326 2.058 -1.193 -0.02
Br 0.7422 -10.8928 22.3655 -0.445 0.424 -0.188 -0.16
H -1.2446 -12.4049 21.2099 -0.339 -0.392 -0.375 -0.53
H -2.2849 -11.5922 22.3474 -0.445 0.025 0.669 0.07
H -1.2676 -9.3754 21.7040 0.531 -1.312 -0.292 0.44
H -0.4511 -10.2257 20.2697 -0.767 -0.185 1.539 -0.02
C -4.4282 -16.2060 22.8227 -0.146 0.524 -1.150 -0.87
C -4.4738 -14.6829 22.6216 -2.089 -1.166 -0.795 0.16
O -3.8101 -13.9897 23.6067 1.575 0.905 0.498 -0.55
H -3.4246 -16.5219 22.5463 0.093 -0.354 0.182 0.06
H -5.1569 -16.7146 22.1519 0.432 0.319 0.384 0.30
H -4.6493 -16.4530 23.8404 -0.066 -0.239 0.606 0.37
H -5.5007 -14.3167 22.7337 -0.137 -0.288 -0.280 0.51
H -4.2021 -14.4972 21.5684 0.384 0.506 0.508 -0.38
H -2.8778 -13.9119 23.3641 0.062 -0.219 -0.025 0.23
C 1.3290 -14.2362 24.1097 -0.422 0.156 0.324 -0.90
C 1.3781 -15.3766 23.1464 -3.149 -0.141 0.404 -0.24
O 1.3631 -14.9872 21.8186 -1.159 -0.328 -1.164 -0.08
H 0.5468 -13.5320 23.8014 0.015 -0.208 0.165 0.00
H 2.2496 -13.6782 24.1241 0.530 0.214 0.269 0.33
H 1.0777 -14.6519 25.0954 0.248 0.409 -0.061 0.37
H 0.3833 -15.8987 23.2596 0.962 0.175 -0.019 0.08
H 2.1092 -16.0942 23.3563 1.512 -1.003 0.321 0.49
H 2.1004 -14.4607 21.5702 1.463 0.751 -0.341 0.09
C 4.8698 -15.4335 18.5392 -0.268 -0.931 -1.043 -1.24
C 3.6129 -15.3442 19.4274 1.065 -2.015 -1.328 0.25
O 3.7878 -14.3646 20.3719 -0.033 1.799 0.829 -0.38
H 4.9514 -16.4577 18.0411 0.149 1.181 0.933 0.35
H 5.7747 -15.1445 19.1030 -0.361 -0.508 -0.210 0.30
H 4.7751 -14.7594 17.6867 0.089 0.299 0.061 0.30
H 3.5318 -16.3187 19.9298 -0.291 0.393 0.187 0.25
H 2.7280 -15.2153 18.7959 -0.119 0.145 0.148 -0.02
H 4.1805 -13.5932 19.9160 -0.324 -0.234 0.494 0.12
C -4.8552 -14.5983 18.4212 0.608 1.839 -1.324 -0.09
C -4.9833 -16.0459 18.5474 -1.670 -2.024 2.078 -0.20
O -4.9460 -16.6652 17.2830 0.439 -0.513 -1.009 -0.59
H -4.7345 -14.0805 19.3918 -0.138 -0.307 -0.519 0.05
H -5.7298 -14.1695 17.8435 1.052 -0.355 0.683 0.35
H -3.9200 -14.4512 17.8167 -0.735 0.433 0.455 -0.30
H -5.9628 -16.2867 18.9883 0.013 0.106 0.083 0.45
H -4.2760 -16.4859 19.2900 0.059 0.219 -0.814 0.08
H -5.4682 -17.4865 17.2365 0.427 0.646 0.364 0.31
C -1.3343 -16.5514 14.7485 -0.702 -0.277 0.727 -0.93
C -1.2518 -17.1877 16.1425 -3.172 -0.156 -0.500 -0.45
O -1.9693 -16.3518 17.0836 -0.368 -0.278 0.424 -0.10
H -0.8783 -17.3204 14.1590 0.282 -0.029 -1.204 0.45
H -0.7759 -15.6389 14.7516 0.451 0.547 -0.340 0.20
H -2.3875 -16.3004 14.3884 1.317 -0.653 0.718 0.20
H -0.2448 -17.3904 16.5085 -0.054 0.388 -0.014 0.33
H -1.7798 -18.1826 16.0143 0.603 0.773 0.600 0.36
H -2.9685 -16.4287 17.0358 1.604 -0.358 -0.452 0.09
C -1.0986 -16.8503 20.3357 -1.860 0.050 2.245 -1.62
C -1.7196 -15.4669 20.4420 -1.369 0.974 -1.989 2.37
O -1.4637 -14.7591 21.6541 0.655 -0.216 -0.638 0.48
H -0.1034 -16.7901 20.0033 1.273 -0.084 -0.418 0.29
H -1.6901 -17.5669 19.7822 -0.061 0.105 -0.501 0.32
H -1.1433 -17.1884 21.3817 0.480 -0.406 -0.183 0.48
H -2.8357 -15.3899 20.3252 1.050 -0.699 0.046 -1.11
H -1.3157 -14.9122 19.5563 -0.437 0.043 0.756 -0.93
H -0.5260 -14.5434 21.5238 0.336 0.113 0.804 -0.41
```
Positions in Å, forces in eV/Å.

Values from the calculation:
**E_HOMO**: -9.88 eV
**Structure (SMILES)**: BrCCBr.BrCCBr.BrCCBr.BrCCBr.BrCCBr.CCO.CCO.CCO.CCO.CCO.CCO
**LUMO level**: 0.2 eV
**Kohn-Sham gap**: 10.071 eV

Record 3
Below is an isolated ion of composition C8H15N2O and charge +1 in a non-equilibrium geometry, with properties calculated with ωB97M-V with the def2-TZVPD basis set.

```
26
Properties=species:S:1:pos:R:3:forces:R:3:mulliken_charge:R:1
C -0.9159 2.6442 2.0303 -0.536 -0.889 0.207 -1.07
C -0.7870 1.6904 1.0748 -1.063 2.091 -1.754 0.75
C -1.4366 1.9159 -0.2822 -0.982 0.352 -0.440 -0.79
C -2.6508 0.9651 -0.6164 0.855 0.519 2.572 -0.90
N 0.0605 0.5535 1.2547 1.084 -1.172 2.980 -0.16
C 0.8425 -0.3915 0.6959 0.075 -0.755 -0.501 1.00
C 1.7385 -1.1572 1.6938 2.589 -0.320 0.896 -1.47
N 0.9466 -0.9958 -0.5015 1.751 -1.115 0.676 -0.15
C 0.6554 -1.1321 -1.8713 0.045 -1.070 -1.964 -0.19
C 1.2082 -2.2184 -2.5287 0.916 1.918 0.385 -0.20
O 2.2784 -2.9634 -1.9785 -2.091 1.856 0.181 -0.50
H -1.6806 3.4579 2.2431 0.995 -1.155 -1.512 0.27
H -0.2924 2.5560 2.8763 0.707 -0.328 1.125 0.33
H -1.8486 2.9306 -0.2504 0.124 -0.118 0.208 0.33
H -0.6956 2.0462 -1.1047 -0.178 -0.750 0.539 0.36
H -3.5867 1.4080 -0.0940 1.618 -1.379 -0.448 0.29
H -2.2982 -0.0644 -0.3031 -1.232 0.901 -0.280 0.25
H -2.8801 0.9867 -1.6372 -0.147 -0.136 -1.591 0.32
H 0.1610 0.3370 2.2992 -0.193 1.031 -1.886 0.21
H 1.2424 -2.1099 1.9899 0.163 0.766 -0.018 0.35
H 2.1466 -0.5969 2.6503 -1.416 -0.807 -1.983 0.40
H 2.7541 -1.5067 1.1939 -2.172 0.850 0.720 0.43
H 1.6366 -1.7893 -0.4306 -0.685 1.131 0.687 0.10
H 0.1228 -0.3972 -2.4777 -0.203 -0.299 0.655 0.35
H 1.0767 -2.3204 -3.6230 -0.159 -0.053 0.875 0.35
H 2.2023 -3.8483 -2.3030 0.136 -1.069 -0.327 0.35
```
Positions in Å, forces in eV/Å.

Values from the calculation:
**E_HOMO**: -12.40 eV
**Total charge**: +1
**Structure (SMILES)**: C=C(CC)/[NH+]=C(/C)N/C=C\O
**LUMO level**: -3.9 eV
**Kohn-Sham gap**: 8.529 eV
**ΔE to the lowest compared entry with this formula, charge and spin**: 93.1 kcal/mol

Record 4
Below is C4H9NO3 in the gas phase in a non-equilibrium geometry, with properties calculated with ωB97M-V with the def2-TZVPD basis set.

```
17
Properties=species:S:1:pos:R:3:forces:R:3:mulliken_charge:R:1
C -0.9613 1.5979 -1.0868 1.616 -1.149 0.623 -1.39
C -0.7791 0.0439 -0.9659 -1.148 1.462 1.590 0.25
O -0.8782 -0.5787 -2.2035 0.068 -0.412 -0.286 -0.55
C 0.5207 -0.3635 -0.1418 -0.378 0.468 -0.276 -0.05
N 1.6275 0.5720 -0.4695 -0.326 -2.324 -0.123 -0.68
C 0.3212 -0.4321 1.3855 -0.841 0.047 -1.933 0.42
O 0.9444 0.1782 2.1934 -0.352 -0.159 0.518 -0.53
O -0.7007 -1.3355 1.5948 -0.003 0.415 0.674 -0.46
H -0.2203 1.9418 -1.7913 0.178 0.471 -0.372 0.41
H -0.6811 2.0096 -0.1131 -0.249 0.292 -0.029 0.33
H -1.9467 1.9339 -1.3608 -0.359 -0.238 -0.133 0.36
H -1.6942 -0.1796 -0.3815 0.611 -0.889 -0.310 0.26
H -0.3990 -0.0581 -2.8557 0.135 -0.014 0.028 0.35
H 0.7105 -1.4591 -0.3498 0.210 1.256 -0.484 0.36
H 2.3927 0.0718 -0.0063 0.316 1.211 -0.209 0.30
H 1.4221 1.4531 -0.0127 0.414 -0.157 0.253 0.30
H -1.4254 -0.8732 2.0363 0.108 -0.282 0.470 0.33
```
Positions in Å, forces in eV/Å.

Values from the calculation:
**E_HOMO**: -9.83 eV
**Structure (SMILES)**: C[C@@H](O)[C@@H](N)C(=O)O
**LUMO level**: 0.5 eV
**Kohn-Sham gap**: 10.378 eV
**ΔE to the lowest compared entry with this formula, charge and spin**: 36.7 kcal/mol

| no. | DFT total energy (Ha) |
| --- | --- |
| 1 | -386.87158 |
| 2 | -27063.32887 |
| 3 | -498.21988 |
| 4 | -438.27054 |